No. 1
DFT (the ωB97M-V functional and the def2-TZVPD basis) results for one molecule with the formula C2H4N4S2.

Geometry as XYZ:
```
12
Properties=species:S:1:pos:R:3:forces:R:3
C 0.2701 0.8553 -1.9208 0.312 0.187 -5.973
S -0.5487 1.2806 -0.4710 0.972 -0.563 -0.332
C -0.0368 -0.2812 0.0723 1.676 -1.072 1.997
N 0.8684 -1.2670 -0.2212 -2.348 0.840 1.020
N 0.7811 -2.1405 0.9571 1.285 1.665 -3.463
N 0.0530 -1.6491 1.7929 -2.547 1.180 2.770
N -0.4962 -0.4456 1.3099 -0.577 -1.506 1.268
S -1.6370 0.6841 2.1082 4.003 -1.830 2.892
H 1.3596 0.6038 -1.9853 -0.796 0.551 1.092
H 0.1520 1.7985 -2.6367 0.042 -2.308 0.963
H -0.2016 -0.1587 -2.3518 0.722 2.602 0.461
H -0.5638 0.7197 3.3465 -2.744 0.255 -2.696
```
Positions in Å, forces in eV/Å.

The HOMO-LUMO gap is 0.324 Ha. The HOMO energy is -9.51 eV. The value obtained for the LUMO energy is -0.68 eV. The SMILES is CSc1nnnn1S. The value obtained for the energy above the lowest of the compared OMol25 structures with the same formula, charge and spin is 98.9 kcal/mol. As for the total energy: -1093.84502 hartree.

No. 2
DFT (the ωB97M-V functional and the def2-TZVPD basis) results for C4H6LiO2Sm as an isolated structure.

Geometry as XYZ:
```
14
Properties=species:S:1:pos:R:3:forces:R:3
O 2.2653 0.0344 -0.2114 2.504 -0.529 0.060
C 1.0276 0.3046 -0.2635 -3.206 -0.340 0.651
C 0.0399 -0.3309 0.5006 2.555 0.913 3.095
Sm 4.2940 1.2606 -1.6353 -0.400 -0.225 0.304
Li 2.9235 -1.5323 0.7272 -0.110 0.376 -0.201
H 0.7110 1.1364 -0.9097 -0.108 -0.304 -0.123
H 0.3115 -0.9144 1.3832 0.505 -0.117 -0.096
C -1.3517 0.1628 0.5176 5.068 0.106 -1.516
C -1.5050 -0.6309 -0.6824 -4.794 1.850 -1.433
O -1.7031 1.2140 1.2385 -2.479 -0.143 -1.375
H -2.5994 0.1274 -0.2246 0.813 -2.982 -0.232
H -1.2360 -1.6934 -0.7195 -0.151 0.170 1.501
H -2.0992 -0.7178 -1.5951 -0.805 1.787 -0.638
H -1.0784 1.5795 1.8744 0.609 -0.563 0.002
```
Positions in Å, forces in eV/Å.

As for the net charge: +2. The HOMO-LUMO gap (alpha / beta) is 0.181 / 0.284 Ha. The HOMO energy (alpha / beta) is -12.27 / -15.07 eV. The expectation value of S² is 15.7554. The value obtained for the LUMO energy (alpha / beta) is -7.35 / -7.35 eV. The multiplicity is 8. The value obtained for the energy above the lowest of the compared OMol25 structures with the same formula, charge and spin is 142.4 kcal/mol. As for the total energy: -971.09785 hartree.

No. 3
DFT (the ωB97M-V functional and the def2-TZVPD basis) results for one molecule with the formula C18H17F2NO6.

Geometry as XYZ:
```
44
Properties=species:S:1:pos:R:3:forces:R:3
C 1.7923 1.9614 -6.4722 0.057 0.267 -0.048
O 1.5079 0.6112 -6.1848 -0.049 -0.328 0.131
C 1.6643 0.1674 -4.9169 0.003 -0.276 0.277
C 2.0885 0.9500 -3.8392 -0.004 0.252 -0.236
C 2.1858 0.3782 -2.5934 -0.037 -0.209 -0.075
C 1.8711 -0.9647 -2.3518 0.078 -0.004 -0.091
C 1.8338 -1.3714 -0.9387 -0.305 -0.133 0.196
O 0.9675 -2.0480 -0.4167 0.181 0.054 -0.120
O 2.8420 -0.8303 -0.2396 0.101 0.133 -0.252
C 2.9303 -1.1124 1.1532 0.028 -0.161 0.523
C 2.0603 -0.1766 2.0152 0.217 -0.431 -0.471
O 2.5567 0.6349 2.7624 0.161 0.206 0.213
N 0.7377 -0.3987 1.8360 -0.283 -0.322 -0.256
C -0.3443 0.2583 2.4271 -0.228 0.292 0.250
C -0.1975 1.2680 3.3762 0.137 -0.039 -0.038
C -1.3156 1.8653 3.9202 -0.520 -0.074 -0.080
C -2.5868 1.4664 3.5282 0.103 0.094 0.089
O -3.6429 2.1466 4.1545 0.907 -0.092 -0.072
C -4.9089 1.8578 3.8611 -1.419 0.302 0.252
F -5.2437 0.5652 4.1156 0.176 -0.250 0.168
F -5.2174 2.0438 2.5502 0.182 0.149 -0.251
C -2.7454 0.4652 2.5845 -0.120 -0.003 0.001
C -1.6230 -0.1320 2.0402 0.170 0.132 0.120
C 1.5031 -1.7695 -3.4474 0.109 0.320 -0.189
O 1.2878 -3.1007 -3.4587 -0.259 0.269 -0.153
C 1.6817 -3.9280 -2.3887 -0.026 -0.412 0.354
C 1.3966 -1.1775 -4.7046 -0.052 0.022 0.006
H 2.8396 2.2034 -6.2673 -0.049 -0.015 0.004
H 1.5970 2.0815 -7.5364 0.028 0.035 0.088
H 1.1435 2.6374 -5.9071 0.034 -0.036 -0.014
H 2.3283 1.9931 -3.9613 0.003 0.101 -0.028
H 2.4869 0.9876 -1.7554 0.023 0.048 0.037
H 2.6411 -2.1537 1.3402 0.098 0.145 -0.053
H 3.9767 -0.9526 1.4178 -0.238 0.016 0.005
H 0.4841 -1.1255 1.1677 0.266 0.170 0.181
H 0.7881 1.5772 3.6806 0.011 0.005 0.010
H -1.2210 2.6469 4.6561 0.032 0.104 0.098
H -5.5683 2.5047 4.4611 0.332 -0.199 -0.182
H -3.7199 0.1369 2.2617 -0.038 0.025 0.021
H -1.7429 -0.9120 1.3027 -0.024 -0.092 -0.088
H 1.7285 -4.9352 -2.8024 0.078 0.083 0.028
H 2.6676 -3.6434 -2.0076 -0.004 -0.020 -0.045
H 0.9594 -3.9017 -1.5693 0.146 -0.034 -0.195
H 1.1068 -1.7953 -5.5385 -0.004 -0.098 -0.114
```
Positions in Å, forces in eV/Å.

The HOMO-LUMO gap is 0.332 Ha. The HOMO energy is -8.39 eV. The value obtained for the LUMO energy is 0.64 eV. The SMILES is COc1ccc(C(=O)OCC(=O)Nc2ccc(OC(F)F)cc2)c(OC)c1. The value obtained for the energy above the lowest of the compared OMol25 structures with the same formula, charge and spin is 0.0 kcal/mol. As for the total energy: -1402.05732 hartree.

No. 4
DFT (the ωB97M-V functional and the def2-TZVPD basis) results for a 3-piece molecular cluster, CHN3O3S overall.

Geometry as XYZ:
```
9
Properties=species:S:1:pos:R:3:forces:R:3
C 3.8950 1.9899 -0.9863 0.511 -1.110 -0.103
N -0.0339 -0.5234 0.3363 -4.695 1.841 1.362
N 0.9718 -1.7538 -1.2888 0.101 -0.151 -0.531
N 0.5114 -1.1232 -0.4801 3.069 -2.388 -2.380
O 3.2306 2.8257 -1.3942 -0.968 1.462 -0.365
O 4.5477 1.1039 -0.6402 0.451 -0.372 0.469
O 2.7916 -1.7248 1.7777 0.193 -0.609 -0.485
S 3.2565 -2.8892 0.9625 -0.219 0.632 0.458
H 0.2375 -0.0714 1.1426 1.557 0.695 1.574
```
Positions in Å, forces in eV/Å.

The HOMO-LUMO gap (alpha / beta) is 0.286 / 0.285 Ha. The HOMO energy (alpha / beta) is -9.50 / -9.47 eV. The value obtained for the LUMO energy (alpha / beta) is -1.71 / -1.72 eV. The value obtained for the energy above the lowest of the compared OMol25 structures with the same formula, charge and spin is 89.6 kcal/mol. As for the total energy: -826.77343 hartree.

No. 5
DFT (the ωB97M-V functional and the def2-TZVPD basis) results for C24H24Cl3MnN12S as an isolated structure.

Geometry as XYZ:
```
65
Properties=species:S:1:pos:R:3:forces:R:3
Mn -1.0492 1.4854 0.4402 -0.382 -0.718 -0.156
N -0.2539 5.5612 1.5195 -0.105 -0.026 -0.135
C -0.8324 4.3803 1.2358 -0.052 0.071 -0.041
S -0.2530 2.9736 2.0709 0.072 -0.049 0.295
N -1.8284 4.3769 0.3762 -0.050 -0.015 0.011
N -2.2962 3.1056 0.2098 -0.032 0.065 -0.357
C -3.5468 2.9400 -0.0264 0.390 0.064 0.001
C -4.0438 1.5656 -0.0151 -0.069 -0.035 0.084
C -5.3135 1.2217 -0.4709 0.161 0.022 0.072
C -5.7162 -0.0985 -0.3804 0.034 -0.056 0.029
C -4.8453 -1.0316 0.1657 -0.018 0.024 0.003
C -3.6007 -0.6048 0.6005 -0.018 -0.040 -0.049
N -3.2024 0.6605 0.5200 0.067 0.293 0.126
H 0.4742 5.6168 2.2060 -0.017 -0.023 0.015
H -0.6173 6.3988 1.0983 0.002 0.004 0.020
H -4.2145 3.7877 -0.1362 0.006 0.024 0.006
H -5.9618 1.9813 -0.8850 0.002 0.016 -0.008
H -6.6971 -0.3962 -0.7254 -0.003 -0.011 -0.007
H -5.1228 -2.0712 0.2644 -0.012 -0.004 0.002
H -2.8881 -1.3026 1.0246 -0.024 -0.008 -0.029
Cl -3.4677 -0.5405 -4.1287 0.098 -0.007 0.037
C -1.8473 -0.8967 -3.5171 -0.028 -0.127 -0.139
Cl -0.6162 -0.4880 -4.7244 -0.080 -0.047 0.107
Cl -1.7227 -2.5994 -3.0421 0.028 0.060 -0.039
C -1.6125 -0.0858 -2.3258 -0.063 0.123 -0.043
N -1.4401 0.5559 -1.3966 0.157 0.138 0.221
C 2.3154 0.8051 1.6356 -0.140 0.011 0.112
C 2.0833 1.0983 0.1975 0.100 -0.034 0.208
N 0.9580 1.4749 -0.3739 -0.219 0.086 0.020
C 1.2523 1.7248 -1.6975 0.101 0.141 -0.125
C 2.5649 1.4820 -1.9273 -0.078 -0.032 -0.018
N 3.0882 1.0717 -0.7181 -0.122 0.038 -0.014
C 4.3970 0.4805 -0.5282 0.085 0.146 -0.058
N 4.3087 -0.9333 -0.2923 -0.131 -0.150 -0.023
N 4.7758 -1.4416 0.8752 0.111 0.248 0.096
N 4.4925 -2.6755 0.9502 -0.037 -0.240 0.167
C 3.7879 -3.0357 -0.1770 -0.019 0.086 -0.179
C 3.2472 -4.2695 -0.5526 0.043 0.073 -0.020
C 2.5806 -4.3160 -1.7535 -0.024 -0.007 -0.026
C 2.4509 -3.1693 -2.5671 -0.095 -0.128 -0.044
C 2.9747 -1.9503 -2.2115 0.058 0.162 -0.027
C 3.6585 -1.9088 -0.9921 -0.020 -0.089 0.106
H 1.3796 0.8980 2.1842 0.236 -0.003 -0.121
H 3.0210 1.5290 2.0470 0.021 -0.011 0.020
H 2.7243 -0.1931 1.7862 0.019 -0.053 -0.008
H 0.5108 2.0978 -2.3822 -0.004 -0.006 -0.002
H 3.1748 1.5815 -2.8082 -0.011 -0.022 -0.017
H 4.9068 0.9005 0.3370 -0.016 0.021 -0.010
H 4.9811 0.6859 -1.4245 0.001 0.032 0.002
H 3.3724 -5.1423 0.0722 -0.005 -0.017 0.020
H 2.1576 -5.2505 -2.0969 -0.006 0.007 -0.001
H 1.9287 -3.2589 -3.5101 -0.032 -0.006 -0.025
H 2.8680 -1.0823 -2.8503 0.007 -0.060 0.040
C -1.5383 -0.0037 3.6131 -0.006 0.065 -0.008
C -0.8176 -0.7577 2.5553 0.044 0.050 -0.082
N -0.5471 -0.3544 1.3238 -0.021 0.054 0.083
C 0.0896 -1.4044 0.6934 0.080 -0.027 -0.070
C 0.2186 -2.4424 1.5561 0.079 -0.084 -0.106
N -0.3604 -2.0184 2.7259 -0.040 0.020 0.081
H -1.6580 1.0338 3.3074 -0.015 -0.032 0.011
H -0.9847 -0.0256 4.5522 0.002 -0.007 0.009
H -2.5256 -0.4351 3.7895 -0.001 0.005 -0.003
H 0.4307 -1.3341 -0.3266 0.004 -0.007 0.009
H 0.6700 -3.4131 1.4488 -0.006 0.018 -0.009
H -0.4224 -2.5443 3.5817 -0.006 0.011 -0.014
```
Positions in Å, forces in eV/Å.

As for the net charge: +1. The HOMO-LUMO gap (alpha / beta) is 0.276 / 0.266 Ha. The HOMO energy (alpha / beta) is -10.20 / -10.11 eV. The expectation value of S² is 1.0097. The value obtained for the LUMO energy (alpha / beta) is -2.69 / -2.87 eV. The multiplicity is 2. The value obtained for the energy above the lowest of the compared OMol25 structures with the same formula, charge and spin is 20.9 kcal/mol. As for the total energy: -4515.62764 hartree.

No. 6
DFT (the ωB97M-V functional and the def2-TZVPD basis) results for C17H30BeCl7F3Li2N2NaO7 as an isolated structure.

Geometry as XYZ:
```
70
Properties=species:S:1:pos:R:3:forces:R:3
O -3.3216 -3.1607 1.4501 1.764 8.037 -3.126
C -3.0610 -1.9569 0.9345 -0.667 -3.977 1.033
N -3.6796 -0.6495 1.3941 0.635 0.778 -0.273
C -3.6414 0.4079 0.2891 1.630 -1.513 -2.736
C -3.2096 -0.4819 -1.0596 0.304 0.335 2.323
C -2.1163 -1.4580 -0.3086 -0.916 -0.932 -1.668
C -1.6832 -2.5019 -1.4959 1.102 -1.129 1.212
C -0.7766 -1.7439 -2.6354 0.571 -0.054 0.023
C -0.6319 -2.5632 -4.0551 0.526 -0.338 -1.052
F -1.2660 -3.9051 -4.0594 2.291 4.306 -0.156
F 0.8438 -2.6991 -4.3345 -4.699 0.080 0.623
F -1.2031 -1.8275 -5.2304 1.777 -2.465 3.668
H -3.0621 -0.1962 2.1029 -0.789 -1.121 -0.091
H -4.6427 0.9227 -0.0308 1.390 -0.623 0.928
H -2.7543 1.1852 0.3611 -2.206 -1.031 0.365
H -2.8274 0.2910 -1.8532 -0.745 -1.980 1.361
H -4.0330 -1.2777 -1.3960 1.588 2.200 0.377
H -1.1863 -0.9910 0.2274 -1.741 -0.418 -1.277
H -0.9653 -3.3063 -0.9841 -1.643 1.556 -1.294
H -2.6049 -3.0952 -1.9120 1.759 1.408 0.710
H 0.3229 -1.6455 -2.1821 -2.416 -0.253 -1.288
H -1.1230 -0.6586 -2.9029 0.538 -2.225 0.398
Li -6.3107 1.2982 0.6923 0.309 0.045 0.173
N -1.6260 4.1208 0.6177 0.361 1.501 -0.129
O -0.8978 3.1382 0.8353 0.446 -1.208 0.329
O -1.1270 5.2541 0.5198 -0.145 -0.424 0.055
O -2.8532 3.9701 0.4980 -0.966 -0.491 -0.064
O 1.0203 0.4619 -4.4768 1.464 -0.919 -3.671
C 1.4528 -0.0561 -5.6351 -1.679 -4.289 5.529
C 1.5901 1.1125 -6.7212 1.131 3.996 -6.196
O 2.0135 0.5931 -7.8819 -1.283 1.066 4.021
H 0.8188 -0.8278 -6.1069 -0.632 0.901 -0.115
H 2.4331 -0.5645 -5.6215 0.019 1.083 -0.071
H 2.2313 1.8792 -6.2515 0.721 -0.870 0.111
H 0.6134 1.6276 -6.7290 -0.413 -1.121 -0.178
C 5.5430 0.8747 -4.1372 -0.461 -1.593 -1.221
Cl 6.2588 1.0016 -5.7638 -0.170 0.104 0.605
Cl 6.1426 -0.6005 -3.3380 -0.172 0.745 -0.180
Cl 6.0023 2.3010 -3.1732 -0.098 0.489 0.643
Cl 3.7682 0.7966 -4.2738 1.326 0.512 0.836
C 1.0177 -0.8773 5.8713 0.233 -0.099 0.142
C -0.2385 -0.1197 6.2719 0.343 0.295 -0.210
C -1.1688 0.1741 5.0920 -0.038 0.176 0.205
C -0.5759 1.0688 3.9977 0.071 -0.019 -0.212
C -0.0889 2.4425 4.4680 -1.094 -0.689 1.129
C -1.2004 3.3113 5.0352 -0.011 0.259 -0.077
H 1.6345 -0.2998 5.1770 -0.154 -0.051 0.000
H 1.6263 -1.0898 6.7563 -0.205 -0.036 -0.032
H 0.7640 -1.8314 5.3988 0.036 -0.052 -0.167
H 0.0379 0.8078 6.7833 -0.129 -0.297 0.166
H -0.7894 -0.7226 7.0056 2.870 2.402 0.305
H -2.0895 0.6282 5.4756 -0.114 0.190 -0.051
H -1.4717 -0.7760 4.6334 0.002 -0.165 -0.299
H -1.3349 1.2095 3.2178 0.064 0.134 -0.009
H 0.2583 0.5487 3.5131 -0.036 -0.031 0.024
H 0.3563 2.9638 3.6114 -1.120 0.204 0.798
H 0.7096 2.3345 5.2096 0.096 0.025 -0.203
H -1.9891 3.4703 4.2923 0.081 -0.011 0.053
H -0.8037 4.2897 5.3217 -0.130 -0.111 -0.007
H -1.6502 2.8625 5.9262 0.086 0.045 -0.043
Be 1.4988 2.9013 2.6206 1.770 -0.010 -1.720
C 3.3105 -4.1369 -6.6241 -0.176 -0.350 -0.188
Cl 4.0774 -5.5052 -5.8000 -0.079 0.258 -0.141
Cl 1.5558 -4.3669 -6.7106 0.354 -0.019 -0.175
Cl 3.6989 -2.6173 -5.7999 0.209 -0.124 -0.037
H 3.7018 -4.0856 -7.6434 -0.121 0.028 0.372
Na -1.9611 -1.6658 6.8911 -2.294 -2.109 0.096
O 1.6252 -0.2153 9.0084 -0.976 -0.565 0.765
H 1.8918 0.0054 8.1346 0.602 0.535 -0.975
Li 7.1467 4.2225 -2.5071 0.047 0.018 -0.042
```
Positions in Å, forces in eV/Å.

As for the net charge: +1. The HOMO-LUMO gap is 0.035 Ha. The HOMO energy is -6.68 eV. The value obtained for the LUMO energy is -5.73 eV. The value obtained for the energy above the lowest of the compared OMol25 structures with the same formula, charge and spin is 191.7 kcal/mol. As for the total energy: -5013.93563 hartree.